84
Properties=species:S:1:pos:R:3 method="wB97M-V/def2-TZVPD" total_energy_ha=-3987.1156 multiplicity=5
Ir 0.21025 1.90336 1.97356
Cl 5.89596 4.62363 -0.62591
C 4.24655 4.19735 -0.34465
C 3.94658 3.40056 0.74324
C 2.62586 3.03483 0.98581
N 2.18855 2.24849 2.04446
C 2.91477 1.75689 3.06646
O 4.11578 1.83468 3.26836
C 2.01926 1.03820 4.06266
C 2.57393 0.51422 5.21566
C 1.75616 -0.11515 6.13694
C 0.39738 -0.19927 5.87769
C -0.09156 0.34711 4.70788
N 0.69437 0.95213 3.80699
C 1.58856 3.48302 0.10993
C 1.91940 4.30477 -0.97719
C 3.23272 4.64820 -1.19994
Cl 3.60597 5.64333 -2.56448
N 0.31886 3.04927 0.42665
C -0.91789 3.36562 -0.24908
O -0.94973 4.00783 -1.30134
C -2.03746 2.82292 0.45319
C -3.36426 3.09305 0.03486
C -4.41893 2.66227 0.77930
C -4.17284 1.94250 1.98468
C -2.87793 1.67583 2.32937
N -1.81270 2.05875 1.60287
H 4.72843 3.06091 1.40402
H 3.64047 0.62406 5.35366
H 2.17015 -0.53324 7.04493
H -0.28295 -0.67762 6.56791
H -1.14461 0.31101 4.46636
H 1.13976 4.65607 -1.63395
H -3.49523 3.66298 -0.87524
H -5.43285 2.87765 0.46901
H -4.97807 1.58924 2.61194
H -2.65680 1.09839 3.21899
C 1.58167 -2.50274 2.98339
O 0.34941 -2.10527 2.39221
H 1.48803 -2.62122 4.06581
H 2.38479 -1.79283 2.76607
H 1.84807 -3.46338 2.54780
H 0.14942 -1.20412 2.66978
C 2.63501 -2.05020 -3.25558
Si 1.25280 -2.92179 -2.33415
C 0.38901 -4.13945 -3.47764
C 1.97272 -3.84244 -0.86517
Si -0.32123 -1.35691 -1.57999
Te 1.07125 -0.08653 0.08494
Si -0.81651 0.25360 -3.23736
C -2.47006 1.04837 -2.88979
C 0.54465 1.53992 -3.27297
C -0.88649 -0.67158 -4.87186
Si -2.21031 -2.37803 -0.65131
C -3.32497 -2.81720 -2.10038
C -3.06917 -1.19491 0.50916
C -1.70977 -3.93843 0.25902
H 3.40487 -2.76840 -3.55140
H 3.10960 -1.29089 -2.62920
H 2.26897 -1.56065 -4.16049
H 1.11312 -4.85279 -3.88198
H -0.08893 -3.63455 -4.31966
H -0.37672 -4.70921 -2.94525
H 2.67299 -4.60896 -1.20938
H 1.19312 -4.33051 -0.27594
H 2.51636 -3.16110 -0.20564
H -2.47367 1.52502 -1.90993
H -3.28418 0.32092 -2.92902
H -2.67083 1.82774 -3.63034
H 0.51780 2.14790 -2.36510
H 0.39879 2.22027 -4.11699
H 1.53581 1.09027 -3.36425
H -1.62689 -1.47502 -4.84561
H 0.07965 -1.10954 -5.13065
H -1.16821 0.01525 -5.67527
H -3.68603 -1.91924 -2.60682
H -4.19753 -3.37545 -1.74872
H -2.80757 -3.43790 -2.83624
H -3.31808 -0.24877 0.02055
H -2.42881 -0.95983 1.36229
H -3.99427 -1.63264 0.89524
H -1.27879 -4.67478 -0.42471
H -2.58731 -4.39344 0.72805
H -0.97749 -3.72242 1.03888